149
Properties=species:S:1:pos:R:3:forces:R:3:mulliken_charge:R:1 method="wB97M-V/def2-TZVPD" smiles=CC1(C)CCCC(C)(C)N1O.CC1(C)CCCC(C)(C)N1O.CC1(C)CCCC(C)(C)N1O.OCCO.OCCO.OCCO.OCCO.OCCO.CCO energy_ev=-75078.9215 lumo_energy_ev=0.33
C 0.8122 5.3588 2.0437 0.61 -1.86 -0.39 -0.80
C 0.7497 3.7986 1.7035 0.11 0.67 -0.58 1.66
O 1.6789 3.0319 2.4177 0.35 1.39 1.06 -0.64
O -0.1119 5.7256 3.0669 0.36 0.22 -0.24 -0.61
H 0.6365 5.9586 1.1507 -0.64 -0.09 0.01 0.12
H 1.8314 5.6386 2.3104 0.11 -0.28 0.30 0.49
H 0.9068 3.6085 0.6418 0.22 0.54 -0.41 -0.28
H -0.2610 3.4133 1.8384 -0.40 0.29 0.46 -0.63
H 1.7793 2.1608 2.0270 -0.26 -0.60 -0.20 0.55
H 0.2802 5.5072 3.9155 -0.07 -0.12 0.08 0.34
C 2.5277 0.2415 -3.9030 0.37 0.14 0.70 -0.02
C 2.0930 1.5956 -4.3690 2.00 -1.06 -2.19 -0.76
O 1.0475 2.0364 -3.6473 -1.61 0.61 1.86 -0.49
O 3.3849 0.3609 -2.7575 0.34 -0.16 -0.29 -0.62
H 3.1399 -0.2044 -4.6869 -0.17 -0.31 0.12 0.52
H 1.6843 -0.3778 -3.5976 -0.16 -0.14 -0.51 -0.10
H 1.8676 1.5372 -5.4338 -0.38 -0.12 -0.31 0.35
H 3.0116 2.1820 -4.3475 0.00 0.65 0.41 0.37
H 0.7653 2.9197 -3.8958 -0.30 0.53 -0.30 0.11
H 2.9108 0.8299 -2.0668 -0.15 -0.13 0.28 0.23
C -5.6910 -1.3590 2.5184 1.85 0.95 0.20 -0.03
C -4.7980 -0.6269 1.5166 -0.51 2.01 -0.11 0.32
O -5.2904 0.7268 1.3210 -0.94 -0.96 0.06 -0.58
O -6.9623 -1.6439 2.0997 -1.38 -1.08 -0.83 -0.58
H -5.7333 -0.7695 3.4343 0.27 0.08 0.26 0.33
H -5.1597 -2.2907 2.7131 -0.33 -0.28 0.21 -0.23
H -4.8074 -1.1372 0.5534 0.11 -0.22 -0.08 0.20
H -3.7797 -0.4321 1.8531 0.12 -1.03 0.33 -0.02
H -4.5712 1.3609 1.2728 0.14 0.07 -0.28 0.35
H -7.4851 -0.8849 1.8309 0.44 0.38 0.09 0.36
C 2.3127 -0.6078 1.9103 -1.13 -0.23 0.87 0.25
C 1.5097 -1.4764 2.9452 2.21 -0.42 -0.35 0.60
O 1.9840 -1.3720 4.3235 -0.63 0.39 -1.36 -0.66
O 1.4586 0.4889 1.5498 0.84 -0.13 0.15 -0.50
H 2.6022 -1.2048 1.0455 -0.68 -0.21 -0.36 -0.52
H 3.3081 -0.3230 2.2512 -0.23 0.58 0.71 0.32
H 1.7626 -2.4781 2.5977 -0.39 -0.46 0.32 -0.06
H 0.4358 -1.3264 2.8339 0.21 0.26 0.07 -0.14
H 1.1956 -1.4398 4.8670 0.06 -0.03 0.19 0.35
H 1.3435 0.5083 0.5969 0.07 0.23 -0.54 0.03
C -3.2614 4.7460 2.7304 -1.39 -0.32 0.11 -0.83
C -3.3371 3.2323 2.5027 0.56 0.64 0.58 0.03
O -3.7097 2.9427 1.1692 0.07 0.54 0.25 -0.54
O -2.4372 5.3502 1.7719 -0.47 0.09 -0.75 -0.47
H -3.0545 4.9809 3.7745 0.65 -0.05 0.02 0.41
H -4.2619 5.1528 2.5833 -0.18 0.12 -0.21 0.31
H -4.0647 2.7614 3.1638 0.28 -0.08 0.20 0.41
H -2.3031 2.9225 2.6546 0.00 -0.77 0.34 -0.01
H -3.4039 3.7546 0.7583 0.07 0.05 -1.10 0.26
H -1.5338 5.4429 2.0831 0.16 -0.05 0.66 0.29
C -1.4164 0.8005 -0.0541 -0.60 -0.71 -1.43 -0.27
C -0.4312 0.2553 -1.1327 0.17 0.32 0.77 -0.29
O 0.7419 1.0324 -1.1354 1.29 0.48 1.00 0.58
H -2.1390 0.0013 0.1113 0.03 -0.22 0.46 0.15
H -2.0695 1.6084 -0.3837 0.46 0.32 -0.20 0.16
H -0.9274 1.0846 0.8777 0.15 -0.22 -0.17 0.00
H -0.7340 0.1799 -2.1771 -0.90 0.03 0.19 0.55
H -0.0902 -0.7351 -0.8310 -0.34 -0.34 0.06 -0.10
H 0.9183 1.4839 -1.9640 -0.46 0.24 -0.59 -0.20
C -2.0594 4.1485 -2.0499 0.53 0.08 -0.63 -1.02
C -2.0643 5.1805 -3.1866 -0.94 0.14 -0.53 2.06
C -2.7210 6.4898 -2.6646 0.15 -0.32 -1.44 -1.50
C -1.8832 7.2139 -1.6846 0.93 0.20 -0.84 -0.08
C -0.4185 7.4173 -2.3066 -0.84 -0.16 1.26 -1.34
C 0.2785 6.2228 -3.0624 0.51 1.37 0.38 1.77
N -0.7380 5.5011 -3.8303 -0.84 0.75 0.25 0.05
O -0.1320 4.4286 -4.5802 -0.28 -0.16 1.20 -0.49
C 1.2544 6.8463 -4.1211 -0.03 -0.53 -0.21 -1.95
C 1.0775 5.3910 -2.0116 -0.67 0.24 -0.76 -0.80
C -2.9845 4.6873 -4.3045 -0.34 -0.01 -0.10 -2.33
H -3.0278 3.6585 -1.9499 -0.06 0.10 -0.05 0.79
H -1.8132 4.6262 -1.1015 0.29 -0.34 0.06 -0.25
H -1.3358 3.3956 -2.3625 0.12 -0.28 0.56 -0.11
H -2.8842 7.1779 -3.4940 0.12 -0.13 -0.48 0.46
H -3.7321 6.3121 -2.2982 0.04 -0.50 0.23 0.43
H -1.9400 6.6758 -0.7384 0.64 0.23 0.22 -0.17
H -2.4002 8.1668 -1.5711 0.53 0.29 0.46 0.51
H 0.1561 7.6603 -1.4129 0.60 -0.11 -0.15 0.36
H -0.3432 8.3244 -2.9062 -0.53 -0.11 -0.25 0.41
H 1.9338 7.6371 -3.8030 -0.18 -0.06 0.69 0.41
H 1.8931 6.0773 -4.5558 0.03 -0.20 0.12 0.36
H 0.7115 7.2650 -4.9685 -0.37 -0.01 0.13 0.48
H 1.9940 5.8979 -1.7098 0.10 0.01 -0.30 0.53
H 0.4945 5.2865 -1.0965 -0.14 -0.40 -0.13 -0.20
H 1.2951 4.4330 -2.4840 0.26 -0.14 0.49 -0.12
H -2.6280 3.7552 -4.7430 -0.09 0.01 -0.09 0.45
H -3.1678 5.4441 -5.0672 0.63 0.07 -0.25 0.49
H -3.9987 4.5406 -3.9332 0.09 -0.39 0.38 0.44
H -0.4120 4.5459 -5.4909 -0.14 0.29 -0.04 0.32
C 3.1621 -4.9788 -3.1144 0.25 -0.67 0.44 -1.83
C 3.0578 -3.8157 -2.0759 0.21 1.07 -1.34 1.63
C 2.7775 -4.3415 -0.6828 1.46 -2.24 0.68 -0.44
C 4.0964 -4.9365 0.0282 -1.27 1.33 -0.30 -0.91
C 5.1265 -3.8277 0.1298 0.10 -0.34 -0.82 -1.14
C 5.5301 -3.2948 -1.2680 -0.78 0.33 0.27 1.29
N 4.2707 -2.9399 -2.0117 -0.25 -0.42 2.83 1.12
O 4.5319 -2.2386 -3.1483 0.30 0.08 -1.63 -0.64
C 6.5095 -2.1011 -1.0519 -1.41 0.33 -0.13 -1.77
C 6.3055 -4.3823 -1.9230 1.03 -1.46 -0.65 -1.87
C 1.8334 -2.9231 -2.4946 0.78 -0.20 0.07 -1.91
H 3.6279 -5.8455 -2.6455 0.15 -0.08 0.13 0.39
H 3.7359 -4.8267 -4.0286 0.11 0.75 0.19 0.31
H 2.1985 -5.3563 -3.4565 -0.33 0.29 0.21 0.45
H 2.2443 -3.6600 -0.0200 0.26 0.33 -0.12 -0.41
H 2.1340 -5.2083 -0.8332 -0.41 0.02 0.12 0.55
H 4.5069 -5.7952 -0.5031 -0.27 0.02 -0.09 0.38
H 3.8924 -5.2572 1.0498 -0.39 -0.19 -0.05 0.37
H 6.0393 -4.2656 0.5337 0.07 0.28 0.42 0.54
H 4.7384 -3.0455 0.7823 0.16 0.21 -0.03 0.20
H 5.9498 -1.1789 -0.8960 -0.24 0.04 0.18 0.32
H 7.0453 -2.2951 -0.1227 0.37 -0.01 -0.26 0.45
H 7.1564 -1.8695 -1.8981 0.14 -0.47 0.07 0.34
H 7.1914 -4.6304 -1.3386 0.22 0.22 0.19 0.46
H 5.7745 -5.3336 -1.9589 -0.20 0.13 -0.30 0.34
H 6.6908 -4.1585 -2.9178 -0.33 0.23 -0.12 0.34
H 0.8948 -3.4679 -2.3927 0.04 -0.15 0.23 0.56
H 1.8792 -2.6047 -3.5360 0.26 -0.08 -0.02 0.48
H 1.8194 -2.0314 -1.8679 -0.09 0.06 0.10 0.10
H 4.1950 -1.3659 -2.9327 0.01 0.60 -0.05 0.37
C -2.1605 -4.8278 5.2851 0.68 1.00 0.60 -1.65
C -1.7102 -5.7131 4.1524 0.00 -0.15 -1.08 1.88
C -2.9054 -6.3717 3.4775 -1.38 0.28 0.61 -1.67
C -3.8048 -5.4632 2.6430 1.73 -0.72 -1.04 -0.41
C -2.8888 -4.9427 1.5338 -0.23 0.67 0.35 -1.47
C -1.7038 -4.1209 2.1201 1.53 -0.61 -0.58 2.57
N -0.9503 -4.9406 3.1426 -1.47 -1.94 -1.58 0.40
O 0.2285 -4.4306 3.6614 -0.18 1.49 0.78 -0.40
C -0.7398 -3.9453 0.9115 0.92 -0.52 0.47 -2.57
C -2.1129 -2.7639 2.6539 -0.53 -0.36 0.28 -1.00
C -0.9057 -6.8860 4.6299 1.41 -0.36 1.25 -2.17
H -1.3290 -4.2249 5.6501 0.42 -0.03 -0.15 0.34
H -2.4806 -5.3338 6.1960 -0.62 -0.21 -0.34 0.40
H -2.8403 -4.0720 4.8917 -0.52 -0.34 0.45 0.36
H -2.5796 -7.2837 2.9772 0.02 0.29 -0.69 0.46
H -3.5974 -6.7556 4.2271 0.37 -0.12 0.70 0.53
H -4.1760 -4.6009 3.1968 -0.36 -0.36 0.18 0.14
H -4.5842 -6.1319 2.2775 -0.39 0.59 -0.18 0.43
H -3.4177 -4.2876 0.8415 -0.10 0.34 0.04 0.42
H -2.5026 -5.7262 0.8817 0.12 -0.33 0.35 0.52
H -1.1903 -3.7403 -0.0597 -0.35 0.50 0.26 0.48
H 0.0844 -3.2653 1.1268 -0.28 0.58 -0.05 -0.11
H -0.1896 -4.8709 0.7423 -0.24 -0.44 0.13 0.69
H -2.9829 -2.8705 3.3018 -0.22 0.20 -0.18 0.15
H -1.3434 -2.3661 3.3156 0.18 0.23 -0.43 0.12
H -2.3654 -2.1333 1.8015 0.15 0.35 0.28 -0.02
H -0.1715 -6.5422 5.3584 -0.08 -0.11 0.42 0.43
H -0.2810 -7.4457 3.9338 -0.39 0.37 -0.76 0.40
H -1.5629 -7.6316 5.0774 0.01 0.14 0.33 0.42
H 0.9892 -4.7754 3.1880 -0.23 -0.46 -0.41 0.28

***

111
Properties=species:S:1:pos:R:3:forces:R:3:mulliken_charge:R:1 method="wB97M-V/def2-TZVPD" smiles=CC1(C)CCCC(C)(C)N1O.CCO.CCO.CCO.CCO.CCO.CCO.CCO.CCO.CCO energy_ev=-51145.1410 lumo_energy_ev=0.47 e_above_lowest_kj_mol=34.65
C 3.7794 1.3101 -3.7560 -0.47 0.65 -0.72 -1.45
C 2.7977 0.5283 -2.9211 0.13 -0.44 -0.10 0.69
O 3.1884 0.6808 -1.5746 -0.14 -0.09 0.37 -0.62
H 3.5503 1.2225 -4.8238 0.12 -0.38 0.06 0.40
H 4.8093 1.0163 -3.5740 0.01 -0.05 0.06 0.33
H 3.6631 2.3845 -3.5859 0.20 -0.07 0.39 0.28
H 2.8115 -0.5277 -3.2286 0.17 -0.09 0.12 0.05
H 1.7671 0.8433 -3.1201 0.01 0.35 0.21 -0.04
H 2.5200 0.3148 -0.9631 -0.04 0.20 -0.36 0.15
C 2.6600 -3.0451 -0.6754 -0.01 -0.08 0.39 -0.44
C 4.1602 -2.8479 -0.5490 -0.18 0.25 -0.64 0.16
O 4.7711 -4.1284 -0.6572 -0.22 -0.49 0.36 -0.55
H 2.0822 -2.1374 -0.4880 0.31 0.21 -0.31 -0.17
H 2.3307 -3.7226 0.1177 0.05 -0.25 -0.22 0.41
H 2.4155 -3.4531 -1.6550 -0.15 -0.07 0.05 0.09
H 4.3515 -2.3174 0.3854 0.38 -0.23 0.06 0.11
H 4.5497 -2.2595 -1.3856 -0.19 0.40 0.18 0.15
H 5.6622 -4.1395 -0.3040 0.05 0.28 0.04 0.30
C -0.2615 -2.4255 -5.1130 0.07 0.65 -0.27 -0.81
C 0.7232 -3.5265 -4.8736 1.03 -0.57 -0.81 0.37
O 0.0949 -4.8073 -5.0091 -0.25 0.20 0.55 -0.54
H -1.0818 -2.3608 -4.3990 -0.04 -0.32 -0.03 0.09
H -0.6266 -2.5205 -6.1371 -0.36 -0.04 0.16 0.36
H 0.2489 -1.4579 -5.0781 0.11 -0.06 0.05 0.25
H 1.3327 -3.3989 -3.9724 -0.55 -0.22 0.35 -0.20
H 1.4773 -3.5106 -5.6755 -0.07 0.36 0.03 0.21
H 0.4849 -5.4293 -4.3907 0.05 0.03 0.01 0.31
C -0.7293 0.0423 -1.6891 0.53 0.04 0.32 -0.96
C -0.2553 -0.5526 -0.3604 -0.63 0.46 -0.47 0.58
O 0.9116 0.1653 0.0353 -0.22 -0.50 0.23 0.96
H -0.0913 -0.3558 -2.4783 -0.30 -0.03 -0.28 -0.22
H -0.5653 1.1214 -1.6679 -0.04 0.02 0.07 -0.02
H -1.7892 -0.1092 -1.8871 0.05 -0.33 -0.09 0.47
H -0.0656 -1.6255 -0.4618 0.15 -0.01 0.01 0.28
H -1.0342 -0.4464 0.3974 0.04 0.10 0.09 -0.49
H 0.9700 0.0540 1.0000 0.30 0.23 0.11 -0.36
C -3.3538 -3.2840 -2.1152 0.14 0.12 -0.85 -0.60
C -4.6725 -2.7868 -1.5850 -0.24 -0.66 1.38 -0.20
O -5.1764 -1.7426 -2.3840 0.20 0.16 -0.29 -0.53
H -3.4037 -3.3920 -3.2029 -0.08 0.08 0.03 0.32
H -3.0782 -4.2721 -1.7501 -0.07 0.09 0.35 0.44
H -2.5569 -2.5689 -1.9058 0.04 -0.08 0.06 -0.22
H -4.5304 -2.4784 -0.5358 0.09 0.38 -0.18 0.14
H -5.3959 -3.6073 -1.4640 0.00 -0.01 -0.56 0.36
H -5.9206 -1.3258 -1.9444 -0.03 -0.04 0.07 0.31
C 1.9440 4.1768 -1.0971 0.49 -0.40 -0.35 -1.40
C 0.9034 3.7055 -0.1168 -0.51 0.23 0.02 0.61
O -0.1835 4.6571 -0.0582 0.18 -0.09 -0.25 -0.63
H 1.5544 4.2147 -2.1209 -0.25 0.30 0.13 0.30
H 2.7762 3.4731 -1.1962 -0.02 -0.02 0.38 0.31
H 2.3301 5.1486 -0.7918 -0.01 0.06 -0.17 0.39
H 1.3014 3.6667 0.8977 0.02 -0.10 -0.04 0.04
H 0.5005 2.7234 -0.3769 0.18 -0.04 0.04 -0.06
H -0.3904 4.8846 -0.9755 -0.17 -0.01 0.13 0.26
C -2.6768 -2.7854 2.4727 0.14 0.10 -0.04 -0.36
C -1.7463 -3.8703 3.0018 -0.82 -0.25 -0.26 -0.61
O -0.8238 -3.3868 3.9816 -0.05 -0.03 -0.16 -0.46
H -3.2912 -2.3749 3.2756 0.15 0.23 0.01 0.31
H -3.3718 -3.1347 1.7061 0.10 -0.39 0.07 0.35
H -2.0782 -2.0147 1.9849 -0.04 0.21 0.27 -0.21
H -1.2173 -4.3159 2.1607 0.41 0.06 0.19 0.30
H -2.3276 -4.6696 3.4694 -0.04 -0.08 -0.15 0.41
H -1.2800 -3.4712 4.8234 0.22 0.15 0.12 0.28
C -3.0189 2.4877 -4.3277 -0.45 0.67 0.07 -0.69
C -3.0505 3.9555 -3.8466 0.21 -1.17 -0.47 -0.50
O -1.8691 4.1414 -3.0534 -0.27 0.69 -0.13 -0.38
H -2.7460 1.8517 -3.4881 -0.04 -0.01 0.06 -0.04
H -2.2672 2.3658 -5.1080 -0.07 -0.09 -0.07 0.37
H -3.9996 2.1735 -4.6904 0.11 -0.05 -0.18 0.34
H -3.9692 4.1560 -3.2968 0.36 0.00 0.57 0.29
H -3.0673 4.6538 -4.6887 0.11 -0.03 -0.02 0.38
H -1.1669 4.2070 -3.7097 0.17 0.00 0.25 0.27
C -3.2729 2.5400 -0.3923 0.12 0.13 0.41 -0.12
C -3.6475 3.8624 0.2822 0.09 0.20 -0.53 -0.49
O -2.6691 4.2068 1.2391 -0.02 0.13 -0.08 -0.53
H -4.0592 2.1494 -1.0397 0.05 -0.04 -0.05 0.43
H -2.9842 1.7985 0.3571 -0.40 -0.06 0.12 0.07
H -2.3540 2.6946 -0.9615 -0.18 0.11 -0.28 -0.25
H -4.6284 3.9102 0.7607 0.11 -0.57 0.22 0.35
H -3.7278 4.6418 -0.4930 0.19 -0.03 -0.03 0.18
H -1.8387 4.3306 0.7427 0.06 0.04 0.33 0.43
C 3.2223 -0.7145 2.2932 -0.20 0.68 -0.63 -2.25
C 2.4020 -0.2720 3.4991 0.56 -0.17 1.20 1.49
C 2.9854 1.0544 4.0415 0.23 0.57 -0.20 -1.17
C 2.0463 1.8973 4.8963 -0.22 -0.75 0.22 -0.88
C 0.6943 2.0894 4.2130 1.00 0.57 0.43 -1.13
C 0.0563 0.7586 3.8041 -0.39 0.95 -0.20 1.30
N 1.0279 -0.0494 3.0481 0.04 0.20 -0.28 1.13
O 0.4493 -1.2629 2.6186 -0.22 -0.30 0.14 0.04
C -0.5107 0.0920 5.0575 0.26 -0.41 -0.22 -1.59
C -1.0911 1.1244 2.8514 -0.07 -0.34 -0.44 -1.40
C 2.5937 -1.2970 4.6524 -0.11 -0.29 -0.32 -1.92
H 4.1936 -1.1069 2.5825 0.05 -0.03 0.01 0.58
H 3.3663 0.1713 1.6634 0.24 -0.10 0.00 0.31
H 2.7021 -1.4138 1.6409 -0.04 -0.33 0.40 0.23
H 3.8704 0.8461 4.6480 0.06 -0.25 -0.18 0.42
H 3.3499 1.6688 3.2115 -0.19 -0.04 -0.11 0.42
H 2.5277 2.8354 5.1737 -0.08 0.12 -0.23 0.47
H 1.8812 1.3873 5.8529 0.01 -0.02 -0.01 0.37
H 0.8218 2.7909 3.3825 -0.10 -0.34 -0.29 0.19
H 0.0573 2.6166 4.9271 -0.33 -0.18 -0.16 0.54
H -0.9782 -0.8519 4.7661 -0.09 0.02 0.26 0.14
H 0.2770 -0.0965 5.7861 -0.09 -0.12 0.05 0.34
H -1.2484 0.7370 5.5303 -0.13 -0.01 -0.10 0.48
H -1.7449 0.2729 2.6460 -0.14 0.05 0.32 0.27
H -1.6573 1.9719 3.2361 -0.17 -0.15 0.10 0.49
H -0.7269 1.4216 1.8639 0.30 0.15 0.18 -0.30
H 2.2617 -0.8890 5.6066 -0.03 -0.16 0.02 0.42
H 3.6572 -1.5286 4.7237 0.06 0.26 0.13 0.55
H 2.1476 -2.2815 4.4794 -0.37 0.21 -0.06 0.27
H 0.2553 -1.8460 3.3834 0.05 0.23 -0.18 0.10